1.
Computed, not measured: one molecule with the formula CH4N2O2S, with ωB97M-V/def2-TZVPD.

Each line ends with the Löwdin charge.
Element x y z (Å)
C -0.280 -0.654 -0.610  -0.796
N -1.070 -0.262 0.432  0.102
N 0.820 -0.092 -0.831  0.022
O -0.255 -1.985 -3.020  -0.508
O 0.863 1.015 0.182  -0.129
S -0.736 -2.082 -1.454  0.933
H -0.717 0.468 0.957  0.052
H -1.985 -0.555 0.639  0.083
H 0.850 -2.056 -2.998  0.151
H 1.754 1.391 0.262  0.090

Largest force on an atom = 4.8 eV Å⁻¹
Electronic energy = -19009.3014 eV
Energy relative to the best compared isomer or geometry (same formula, charge and spin) = 60.5 kcal/mol
Frontier orbital gap = 9.11 eV
SMILES string = N/C(=N\O)SO

=====

2.
Computed, not measured: one molecule with the formula C7H8IN3O, with ωB97M-V/def2-TZVPD.

Each line ends with the Löwdin charge.
Element x y z (Å)
C 2.401 0.133 0.001  -0.052
C 1.622 1.282 0.307  0.006
C 1.722 -0.982 -0.465  -0.052
C 0.196 1.240 0.204  -0.193
C -0.374 -0.011 -0.085  -0.250
C -0.396 -2.430 -0.202  -0.467
C -0.627 2.407 0.567  -0.071
N 0.381 -1.040 -0.497  0.074
N -1.665 -0.308 -0.067  -0.084
N -1.997 -1.622 -0.131  -0.575
O -0.049 -2.927 0.852  -0.010
I -3.374 -2.123 -1.537  0.703
H 3.479 0.392 -0.023  0.116
H 2.058 2.157 0.739  0.108
H 2.346 -1.846 -0.690  0.137
H -0.523 -2.964 -1.293  0.129
H -0.892 2.440 1.703  0.121
H -0.135 3.380 0.438  0.080
H -1.660 2.426 0.104  0.085
H -2.515 0.394 0.075  0.193

Largest force on an atom = 4.4 eV Å⁻¹
Electronic energy = -22003.4682 eV
Energy relative to the best compared isomer or geometry (same formula, charge and spin) = 22.0 kcal/mol
Frontier orbital gap (alpha / beta) = 7.33 / 7.33 eV

=====

3.
Computed, not measured: C25H17Br2N4O2OsS as an isolated structure, with ωB97M-V/def2-TZVPD.

Each line ends with the Mulliken spin population.
Element x y z (Å)
Os -0.355 -0.530 0.067  2.948
O -2.007 -3.752 -0.391  0.022
S -2.166 -2.402 -0.772  0.000
O -2.304 -1.383 0.308  0.066
N -0.679 -1.795 -1.357  0.236
C 0.391 -2.367 -1.943  0.117
C 0.433 -3.489 -2.782  0.103
C 1.636 -3.859 -3.378  -0.009
C 2.796 -3.128 -3.189  0.214
C 2.808 -2.001 -2.330  -0.019
C 3.927 -1.176 -2.097  0.058
C 3.825 -0.119 -1.215  -0.002
C 2.627 0.104 -0.536  -0.015
N 1.536 -0.633 -0.755  0.009
C 1.609 -1.652 -1.665  0.056
C -3.317 -2.105 -2.086  0.008
C -3.668 -3.181 -2.883  0.002
C -4.471 -2.943 -3.990  0.000
C -4.884 -1.649 -4.278  0.009
C -4.550 -0.588 -3.443  -0.004
C -3.742 -0.811 -2.337  0.001
H -0.469 -4.054 -2.960  -0.005
H 1.655 -4.729 -4.019  0.004
H 3.711 -3.418 -3.683  -0.003
H 4.856 -1.368 -2.614  0.003
H 4.660 0.543 -1.034  0.002
H 2.543 0.903 0.194  -0.001
H -3.350 -4.176 -2.615  0.000
H -4.766 -3.770 -4.622  0.000
H -5.476 -1.463 -5.164  0.000
H -4.913 0.406 -3.653  0.000
H -3.474 -0.014 -1.660  0.007
Br -1.028 1.766 6.246  0.020
C -0.637 1.232 4.476  0.041
C 0.149 0.105 4.215  -0.010
C 0.395 -0.224 2.897  0.017
N -0.097 0.461 1.852  -0.015
C -0.826 1.580 2.098  0.042
C -1.114 1.976 3.396  -0.006
C -1.290 2.340 0.920  -0.009
C -1.914 3.579 1.009  0.009
C -2.313 4.228 -0.160  0.005
Br -3.190 5.913 -0.062  0.003
C -2.060 3.624 -1.391  0.002
C -1.422 2.395 -1.392  0.004
N -1.058 1.771 -0.278  0.080
H 0.539 -0.500 5.019  0.000
H 1.030 -1.076 2.668  0.004
H -1.726 2.843 3.588  0.000
H -2.096 4.056 1.957  0.001
H -2.347 4.100 -2.315  0.001
H -1.189 1.902 -2.326  0.003

Largest force on an atom = 2.8 eV Å⁻¹
Electronic energy = -189614.8846 eV
Energy relative to the best compared isomer or geometry (same formula, charge and spin) = 16.5 kcal/mol
Net charge = +3
Frontier orbital gap (alpha / beta) = 7.64 / 5.24 eV
Spin multiplicity = 5

=====

4.
Computed, not measured: C5H10FP as an isolated structure, with ωB97M-V/def2-TZVPD.

Each line ends with the Löwdin charge.
Element x y z (Å)
C 1.001 -0.917 -0.447  -0.263
C 0.904 0.380 -0.465  0.039
C 1.758 -1.744 -1.492  -0.091
C -1.845 1.449 0.221  -0.084
C -0.486 1.174 0.784  -0.595
F 0.230 2.361 1.086  -0.112
P -0.409 -0.041 2.194  0.876
H 0.568 -1.546 0.270  0.020
H 1.227 1.015 -1.183  0.043
H 1.020 -1.781 -2.293  0.074
H 2.826 -1.263 -1.706  0.123
H 1.970 -2.679 -1.087  0.028
H -1.725 1.902 -0.717  0.067
H -2.347 0.524 0.140  0.072
H -2.223 2.221 0.740  0.046
H -0.749 -1.088 1.381  -0.119
H -1.720 0.032 2.574  -0.125

Largest force on an atom = 6.6 eV Å⁻¹
Electronic energy = -17349.3481 eV
Energy relative to the best compared isomer or geometry (same formula, charge and spin) = 58.7 kcal/mol
Frontier orbital gap = 10.34 eV

=====

5.
Computed, not measured: C32H38IrN8S as an isolated structure, with ωB97M-V/def2-TZVPD.

Each line ends with the Löwdin charge.
Element x y z (Å)
Ir 0.426 -1.283 1.019  1.258
N -4.419 -6.051 -1.208  0.094
C -3.145 -6.302 -0.863  -0.838
S -2.467 -7.791 -0.931  0.725
C -2.354 -5.109 -0.450  -0.222
C -2.632 -3.837 -0.938  0.006
C -1.842 -2.767 -0.555  -0.105
N -0.815 -2.889 0.290  -0.151
C -0.551 -4.118 0.769  -0.111
C -1.277 -5.235 0.422  -0.013
H -5.001 -6.827 -1.478  0.106
H -4.865 -5.178 -0.984  0.104
H -3.423 -3.663 -1.655  0.120
H -2.037 -1.780 -0.946  0.102
H 0.284 -4.180 1.453  0.106
H -1.015 -6.204 0.821  0.101
N -3.603 4.279 -1.280  0.170
C -3.971 5.237 -2.200  -0.186
C -4.851 6.314 -2.137  -0.017
C -4.972 7.073 -3.280  -0.080
C -4.242 6.778 -4.447  -0.081
C -3.372 5.713 -4.501  -0.009
C -3.237 4.928 -3.353  -0.220
N -2.451 3.814 -3.131  0.184
C -2.695 3.461 -1.900  -0.286
C -2.059 2.308 -1.262  -0.114
C -1.128 1.567 -1.989  0.021
C -0.515 0.489 -1.392  -0.135
N -0.771 0.108 -0.132  -0.121
C -1.675 0.806 0.566  -0.118
C -2.332 1.901 0.039  0.015
H -3.950 4.199 -0.341  0.154
H -5.413 6.547 -1.242  0.111
H -5.645 7.920 -3.283  0.106
H -4.372 7.407 -5.317  0.105
H -2.807 5.482 -5.394  0.114
H -0.898 1.847 -3.007  0.122
H 0.203 -0.118 -1.926  0.097
H -1.856 0.473 1.578  0.108
H -3.046 2.417 0.666  0.114
C 2.004 2.106 2.583  -0.045
C 1.681 1.323 3.826  -0.210
C 1.992 1.835 5.078  -0.048
C 1.636 1.159 6.232  -0.065
C 0.951 -0.046 6.147  -0.045
C 0.629 -0.602 4.921  -0.218
C -0.074 -1.922 4.835  -0.060
C 1.020 0.086 3.749  -0.304
N 0.753 -0.520 2.552  -0.240
H 3.082 2.242 2.467  0.088
H 1.557 3.100 2.635  0.089
H 1.616 1.608 1.697  0.032
H 2.507 2.786 5.145  0.117
H 1.881 1.574 7.201  0.108
H 0.668 -0.569 7.053  0.113
H -0.346 -2.272 5.828  0.078
H 0.569 -2.669 4.362  0.075
H -0.975 -1.861 4.223  0.069
C 5.963 -1.927 -0.722  -0.058
C 5.002 -1.168 -1.624  -0.209
N 3.663 -1.062 -1.037  -0.071
C 3.483 0.100 -0.164  -0.207
C 3.068 1.323 -0.968  -0.051
C 2.685 -1.924 -1.336  -0.386
C 3.008 -2.970 -2.376  0.007
N 1.485 -1.946 -0.798  -0.040
H 6.947 -1.991 -1.187  0.084
H 5.607 -2.940 -0.535  0.076
H 6.076 -1.428 0.241  0.077
H 4.949 -1.627 -2.609  0.107
H 5.359 -0.150 -1.786  0.120
H 4.438 0.283 0.331  0.122
H 2.764 -0.140 0.612  0.046
H 3.791 1.532 -1.758  0.078
H 3.001 2.208 -0.335  0.075
H 2.098 1.165 -1.433  0.052
H 3.114 -2.515 -3.361  0.099
H 2.214 -3.712 -2.425  0.086
H 3.937 -3.489 -2.144  0.086
H 0.988 -2.717 -1.218  0.038

Largest force on an atom = 2.0 eV Å⁻¹
Electronic energy = -59390.9157 eV
Energy relative to the best compared isomer or geometry (same formula, charge and spin) = 0.0 kcal/mol
Net charge = +1
Frontier orbital gap (alpha / beta) = 6.63 / 6.65 eV

=====

6.
Computed, not measured: a 2-piece molecular cluster, C4H10N2 overall, with ωB97M-V/def2-TZVPD.

Each line ends with the Mulliken spin population.
Element x y z (Å)
C -0.897 -3.179 -0.619  -0.032
C -1.505 -2.217 0.251  0.867
N -2.668 -1.462 -0.041  0.171
H -0.140 -2.956 -1.395  0.081
H -0.757 -4.214 -0.283  0.032
H -1.174 -2.219 1.300  -0.078
H -3.085 -1.728 -0.921  -0.046
H -3.317 -1.406 0.733  -0.001
C 1.432 1.746 -0.819  -0.022
C 1.271 2.504 0.265  0.022
N 2.261 3.235 0.939  -0.004
H 2.380 1.598 -1.308  0.000
H 0.541 1.222 -1.140  0.012
H 0.268 2.782 0.571  0.000
H 3.179 3.179 0.529  0.001
H 2.211 3.116 1.938  -0.002

Largest force on an atom = 1.5 eV Å⁻¹
Electronic energy = -7286.1189 eV
Energy relative to the best compared isomer or geometry (same formula, charge and spin) = 54.0 kcal/mol
Net charge = -1
Frontier orbital gap (alpha / beta) = 3.11 / 4.16 eV
Spin multiplicity = 2

=====

- Which value of largest force on an atom does entry 1 give?
  4.8 eV Å⁻¹

=====

- Which of these has the highest electronic energy?
  C4H10N2